Computed, not measured: C37H55F6MgNO3S2Si2Te as an isolated structure, with ωB97M-V/def2-TZVPD.

XYZ file:
```
108
Properties=species:S:1:pos:R:3:forces:R:3
Mg 0.7842 0.7783 0.6344 0.168 -0.159 -0.354
O 0.4549 0.0444 2.5404 -0.055 0.215 -0.109
S 1.3503 -1.0336 3.1137 0.077 0.075 0.077
C 0.5337 -2.6135 2.7887 0.056 -0.088 0.094
C -0.9348 -2.7372 3.1783 0.013 -0.039 -0.118
C -1.8904 -1.9855 2.2433 -0.030 -0.005 -0.011
C -1.9304 -2.5962 0.8404 -0.012 -0.083 -0.021
S -1.7762 -1.3914 -0.4973 -0.138 -0.254 -0.154
O -0.5478 -0.6193 -0.1480 0.376 0.411 0.213
C -3.1925 -0.3792 -0.1311 -0.122 -0.075 0.027
C -4.4431 -0.9615 -0.3226 -0.008 0.026 0.049
C -5.5793 -0.2155 -0.0649 0.022 -0.036 -0.020
C -5.4562 1.1024 0.3611 -0.045 0.020 -0.003
C -4.2056 1.6778 0.5106 0.041 -0.005 -0.035
C -3.0523 0.9408 0.2570 0.060 0.018 -0.072
C 1.0681 -0.9253 4.8700 0.020 -0.106 -0.006
C 0.1054 -0.0652 5.3683 0.006 0.010 -0.009
C -0.0749 0.0104 6.7429 -0.033 0.023 0.002
C 0.6971 -0.7665 7.5933 0.012 -0.016 0.010
C 1.6689 -1.6159 7.0786 0.002 -0.003 0.000
C 1.8659 -1.6920 5.7094 -0.002 0.027 0.018
H 1.1597 -3.3318 3.3261 -0.040 0.000 0.025
H 0.7181 -2.7866 1.7258 -0.043 0.059 -0.032
H -1.0698 -2.4039 4.2092 -0.014 0.075 -0.027
H -1.1852 -3.8033 3.1755 0.000 0.015 -0.010
H -1.5834 -0.9416 2.1842 -0.001 -0.031 0.010
H -2.8968 -1.9973 2.6629 0.010 -0.004 0.020
H -2.8348 -3.1745 0.6424 -0.015 0.043 0.003
H -1.0875 -3.2645 0.6442 0.004 0.007 0.030
H -4.5269 -1.9838 -0.6751 -0.019 0.013 0.030
H -6.5575 -0.6568 -0.2028 -0.002 0.001 -0.003
H -6.3454 1.6873 0.5575 0.005 0.002 0.004
H -4.1140 2.7112 0.8100 0.016 0.043 0.019
H -2.0718 1.4043 0.3077 0.011 -0.008 0.041
H -0.4732 0.5404 4.6834 -0.005 0.006 0.003
H -0.8188 0.6834 7.1484 0.000 -0.004 -0.001
H 0.5522 -0.7017 8.6636 0.001 0.003 0.000
H 2.2837 -2.2066 7.7445 -0.002 0.001 0.000
H 2.6451 -2.3257 5.3016 -0.009 -0.008 -0.010
C -0.1478 4.2447 -1.5728 0.030 -0.017 0.037
C 0.1521 3.6651 -0.1831 0.042 0.100 -0.233
O 0.0093 2.3199 -0.1650 -0.175 -0.243 0.313
C 1.6042 4.0350 0.1958 0.070 0.018 0.070
F 1.9386 3.5392 1.4052 -0.029 0.014 0.015
F 2.4563 3.5120 -0.6925 0.030 -0.043 -0.041
F 1.8427 5.3576 0.2352 -0.023 0.044 -0.013
C -0.8268 4.2882 0.8375 -0.049 -0.036 0.121
F -2.0996 4.1089 0.4282 -0.132 -0.081 -0.096
F -0.6740 5.6085 1.0176 0.052 0.066 0.009
F -0.7436 3.7064 2.0472 0.075 0.023 0.034
H 0.5591 3.8081 -2.2759 0.010 0.002 0.004
H -0.0746 5.3322 -1.6089 -0.010 -0.010 0.036
H -1.1473 3.9280 -1.8618 -0.018 0.015 0.003
C 2.4200 2.0442 -4.2711 0.041 -0.020 -0.101
Si 1.7807 0.9489 -5.6548 -0.080 -0.047 0.061
C 2.5071 -0.7800 -5.5698 0.010 0.108 0.023
C 2.2042 1.7307 -7.3074 -0.003 -0.004 0.054
C -0.1017 0.8052 -5.5324 0.154 0.024 -0.046
Te -0.6735 0.1549 -3.5837 -0.052 -0.015 0.039
C -2.7952 0.1075 -3.9384 -0.083 -0.069 0.005
Si -3.4146 -1.4564 -4.7745 0.028 0.040 -0.018
C -2.4775 -1.7707 -6.3681 -0.087 -0.067 0.030
C -3.1897 -2.9296 -3.6294 0.046 0.074 -0.040
C -5.2484 -1.2646 -5.1468 0.058 0.021 -0.007
H 3.5121 2.0116 -4.2329 0.000 0.020 0.002
H 2.0507 1.7650 -3.2830 -0.018 -0.062 0.027
H 2.1290 3.0841 -4.4431 -0.010 -0.011 -0.012
H 3.5991 -0.7401 -5.5333 -0.009 -0.004 -0.009
H 2.2256 -1.3597 -6.4525 -0.015 0.012 -0.002
H 2.1633 -1.3253 -4.6882 0.009 -0.004 0.053
H 3.2857 1.8252 -7.4280 0.007 0.000 0.003
H 1.7726 2.7308 -7.3858 0.001 0.003 -0.009
H 1.8272 1.1339 -8.1402 -0.011 -0.012 -0.001
H -0.4612 0.0841 -6.2664 -0.003 0.014 0.005
H -0.5768 1.7684 -5.7249 -0.009 0.018 0.027
H -3.0309 1.0150 -4.4973 -0.011 -0.021 -0.050
H -3.2697 0.2243 -2.9588 0.041 0.006 0.007
H -1.4271 -1.9932 -6.1698 0.001 -0.001 0.021
H -2.5251 -0.9164 -7.0462 -0.019 0.012 0.005
H -2.9083 -2.6310 -6.8868 0.014 0.003 -0.010
H -2.1439 -3.0386 -3.3351 0.006 -0.001 -0.007
H -3.5033 -3.8513 -4.1249 -0.003 0.003 -0.006
H -3.7893 -2.8183 -2.7233 -0.022 0.001 0.004
H -5.4267 -0.4241 -5.8212 0.000 0.004 -0.004
H -5.8199 -1.0814 -4.2337 0.013 0.003 0.015
H -5.6552 -2.1613 -5.6198 0.012 -0.011 0.000
C 4.1532 -2.8698 -2.0607 0.051 -0.007 -0.002
N 2.8853 -2.2043 -1.8480 -0.022 0.008 -0.051
C 2.1719 -2.7855 -0.7348 0.001 -0.033 0.071
C 2.9852 -0.7435 -1.7611 -0.072 0.048 -0.069
C 3.6685 -0.1689 -0.5380 0.015 0.019 -0.029
C 5.0643 -0.1819 -0.4974 0.007 -0.005 -0.006
C 5.7511 0.3035 0.6037 0.019 -0.007 0.005
C 5.0310 0.8181 1.6718 0.007 0.005 0.004
C 3.6438 0.8478 1.6071 0.067 0.046 0.026
C 2.9073 0.3722 0.5105 -0.224 -0.124 0.132
H 3.9739 -3.9205 -2.3000 -0.007 -0.002 0.011
H 4.8222 -2.8278 -1.1869 -0.012 -0.016 -0.005
H 4.6722 -2.4141 -2.9063 -0.018 -0.002 -0.002
H 1.9882 -3.8462 -0.9298 0.020 0.015 -0.012
H 1.2129 -2.2788 -0.6189 -0.025 0.024 0.000
H 2.7224 -2.7011 0.2198 -0.014 -0.001 -0.007
H 1.9648 -0.3479 -1.8101 -0.011 -0.020 0.012
H 3.5011 -0.4101 -2.6643 0.030 0.000 -0.087
H 5.6233 -0.5620 -1.3468 0.003 0.008 0.007
H 6.8342 0.2897 0.6220 -0.001 0.011 0.004
H 5.5486 1.2131 2.5388 0.000 -0.002 0.004
H 3.1215 1.2908 2.4556 0.001 0.003 -0.003
```
Positions in Å, forces in eV/Å.

Values from the calculation:
HOMO = -7.30 eV

Computed, not measured: C37H55N4O2PSSbTi as an isolated structure, with ωB97M-V/def2-TZVPD.

XYZ file:
```
102
Properties=species:S:1:pos:R:3:forces:R:3
Ti 0.6872 0.0052 -0.2392 -0.117 -0.136 -0.300
C -1.9870 -0.0487 0.3225 0.238 -0.009 0.061
C -1.3999 -0.2665 -0.9787 0.048 0.360 -0.078
C -1.5635 -1.6676 -1.2631 0.106 0.066 0.124
C -2.1332 -2.2657 -0.1578 -0.009 -0.011 -0.011
C -2.3964 -1.2662 0.8193 0.059 -0.044 -0.033
H -2.0390 0.9015 0.8299 -0.085 -0.009 0.048
H -1.3817 0.5175 -1.7318 -0.005 -0.010 -0.029
H -1.3041 -2.1554 -2.1863 -0.031 0.070 -0.062
H -2.3400 -3.3205 -0.0424 0.007 0.001 0.006
H -2.8094 -1.4456 1.7995 -0.014 0.012 -0.012
C 3.8511 -4.2869 -0.9888 -0.018 0.056 -0.031
C 3.1932 -3.0878 -0.3000 0.012 0.009 0.003
C 2.4596 -3.5536 0.9555 -0.004 0.003 -0.059
P 2.0800 -2.0378 -1.3624 -0.033 0.165 0.110
C 1.5111 -3.1299 -2.7424 0.026 -0.023 0.081
C 1.0142 -2.2981 -3.9242 -0.026 -0.036 0.011
C 0.4966 -4.1667 -2.2394 0.011 0.000 -0.026
C 3.1856 -0.8694 -2.1987 0.071 0.006 -0.021
C 4.3950 -1.2601 -2.7753 -0.033 -0.048 0.036
C 5.2099 -0.3827 -3.4677 0.059 0.053 -0.056
C 6.5114 -0.8244 -4.0840 -0.051 0.005 0.027
C 4.7716 0.9350 -3.5786 -0.009 -0.014 0.002
C 3.5853 1.3545 -3.0108 -0.069 0.033 0.027
C 2.7658 0.4645 -2.2979 0.291 0.072 -0.136
N 1.5714 0.8992 -1.6964 -0.132 -0.136 0.223
C 1.1626 2.2409 -2.0126 0.033 0.098 0.065
C 1.6036 3.3231 -1.2394 0.022 -0.133 -0.028
C 2.5324 3.1508 -0.0689 -0.020 -0.008 -0.032
C 1.2280 4.6090 -1.6223 -0.019 0.023 -0.004
C 0.4710 4.8485 -2.7584 -0.001 0.052 0.012
C 0.1413 6.2517 -3.1941 0.002 -0.033 0.012
C 0.0754 3.7571 -3.5256 -0.027 -0.004 -0.054
C 0.4167 2.4599 -3.1796 -0.006 -0.065 -0.015
C 0.0603 1.3143 -4.0854 -0.020 0.034 -0.006
H 4.5877 -4.7171 -0.3076 -0.001 0.008 0.004
H 4.3656 -4.0410 -1.9158 0.011 -0.032 0.007
H 3.1225 -5.0683 -1.2045 -0.033 -0.004 -0.018
H 3.9770 -2.3812 -0.0126 -0.030 0.025 0.063
H 1.6245 -4.2121 0.7058 -0.009 0.002 0.006
H 2.0598 -2.7141 1.5146 -0.002 -0.013 0.040
H 3.1398 -4.1163 1.5998 0.003 0.017 -0.016
H 2.4129 -3.6542 -3.0737 -0.018 -0.002 -0.017
H 0.1864 -1.6437 -3.6550 -0.042 0.011 0.041
H 0.6719 -2.9619 -4.7209 -0.004 -0.003 0.014
H 1.8158 -1.6753 -4.3222 -0.029 0.009 -0.018
H -0.0695 -4.5740 -3.0797 0.023 -0.018 -0.012
H -0.2157 -3.7385 -1.5342 0.086 -0.074 -0.036
H 0.9917 -5.0002 -1.7432 0.026 -0.008 0.040
H 4.7131 -2.2907 -2.6887 -0.009 -0.001 0.002
H 6.6946 -1.8828 -3.9003 -0.004 0.002 -0.003
H 7.3523 -0.2632 -3.6729 -0.003 0.003 0.003
H 6.5096 -0.6657 -5.1637 0.002 -0.003 -0.001
H 5.3767 1.6548 -4.1189 -0.006 0.002 0.004
H 3.2866 2.3891 -3.1135 0.001 -0.012 0.001
H 1.9758 3.0510 0.8619 -0.011 0.004 0.030
H 3.1868 4.0185 0.0173 -0.003 -0.002 -0.020
H 3.1515 2.2602 -0.1750 -0.006 -0.008 0.024
H 1.5760 5.4489 -1.0293 0.002 -0.001 -0.002
H 0.4097 6.9766 -2.4263 -0.006 -0.001 0.004
H -0.9218 6.3613 -3.4119 0.003 -0.002 0.002
H 0.6890 6.5089 -4.1030 0.000 0.000 -0.002
H -0.4948 3.9250 -4.4340 0.004 -0.007 0.007
H -0.4854 1.6718 -4.9578 0.000 0.007 0.008
H -0.5563 0.5704 -3.5810 0.004 -0.009 0.003
H 0.9610 0.8025 -4.4316 -0.002 -0.006 0.000
C -3.4185 5.4603 -2.3563 0.010 -0.017 0.034
C -2.6845 5.5271 -1.0193 0.062 -0.070 0.054
Sb -2.0739 3.5530 -0.3616 -0.151 0.067 -0.010
C -4.0560 2.9832 0.3283 0.079 0.040 -0.017
C -4.7751 2.0678 -0.6615 0.009 0.028 0.030
C -1.3008 4.1320 1.5737 -0.002 0.006 -0.024
C -2.1177 5.1762 2.3271 0.003 -0.037 -0.037
H -3.7043 6.4523 -2.7150 0.004 0.000 -0.008
H -4.3334 4.8685 -2.2744 0.003 0.018 0.007
H -2.8037 4.9883 -3.1267 0.006 0.000 -0.005
H -3.3231 5.9641 -0.2497 0.000 -0.014 0.002
H -1.7872 6.1479 -1.0871 -0.027 -0.014 -0.031
H -4.6304 3.8950 0.5080 0.019 0.012 -0.006
H -3.9344 2.4890 1.2954 0.000 -0.028 -0.016
H -4.8873 2.5433 -1.6389 -0.004 0.000 0.008
H -5.7750 1.8053 -0.3079 -0.002 -0.006 -0.008
H -4.2229 1.1386 -0.8120 0.008 -0.007 0.002
H -0.2753 4.4720 1.4077 -0.012 0.025 0.000
H -1.2175 3.2028 2.1423 -0.013 -0.001 -0.001
H -2.1351 6.1288 1.7953 -0.003 -0.001 0.005
H -1.7076 5.3652 3.3223 0.005 -0.005 0.002
H -3.1532 4.8538 2.4553 0.001 0.008 0.009
O 2.1160 -0.3157 1.0582 -0.262 -0.358 -0.089
N 1.5948 0.5585 1.9313 0.188 0.198 0.126
O 0.6106 1.1928 1.2335 -0.178 -0.106 -0.204
S -0.3199 -2.6357 2.8383 0.057 0.049 0.147
C 0.4654 -2.2250 4.2430 -0.006 0.101 -0.050
N 1.1677 -1.0336 4.2990 -0.067 -0.127 0.066
C 1.8342 -0.6168 5.3857 0.005 0.102 -0.095
C 1.8365 -1.3780 6.5092 0.033 -0.025 0.127
C 1.1050 -2.5818 6.4317 -0.059 0.003 -0.142
N 0.4547 -2.9918 5.3754 0.038 -0.067 0.101
H 1.1730 -0.4469 3.4558 0.050 -0.035 0.016
H 2.3393 0.3352 5.2901 0.012 -0.012 0.005
H 2.3568 -1.0810 7.4055 0.007 0.017 -0.016
H 1.0614 -3.2337 7.2992 -0.017 -0.024 0.003
```
Positions in Å, forces in eV/Å.

Values from the calculation:
HOMO (spin up / spin down) = -7.29 / -7.57 eV
2S+1 = 2

Record order is preserved below.
ΔE to the lowest compared entry with this formula, charge and spin: 0.00; 0.00 kJ/mol
Record order is preserved below.
Energy: -113366.9944; -99091.9411 eV